Entry 1:
Below is a molecular structure, C27H20N15O2Rh in a non-equilibrium geometry, with properties calculated with ωB97M-V/def2-TZVPD.

XYZ file:
```
65
Properties=species:S:1:pos:R:3:forces:R:3:nbo_charge:R:1
Rh -0.557 -0.424 -0.140 0.294 -0.946 0.206 1.051
O 4.254 1.734 0.620 0.150 -0.040 0.024 -0.676
C 4.540 0.504 0.155 0.035 0.097 -0.036 0.364
C 5.885 0.133 0.127 -0.010 -0.006 -0.008 -0.282
C 6.257 -1.099 -0.366 0.007 0.003 0.017 -0.150
C 5.302 -1.999 -0.842 -0.022 0.014 -0.002 -0.263
C 3.972 -1.653 -0.788 0.011 -0.035 0.053 -0.134
C 3.567 -0.408 -0.287 -0.014 -0.048 0.006 -0.198
C 2.132 -0.127 -0.211 -0.069 -0.094 -0.185 0.619
O 1.310 -1.097 -0.402 0.507 0.222 0.297 -0.613
N 1.759 1.137 0.057 -0.164 -0.103 0.064 -0.494
N 0.410 1.228 0.110 -0.070 0.798 -0.253 -0.143
C -0.254 2.315 0.269 -0.015 -0.256 -0.055 0.053
C -1.711 2.140 0.215 -0.012 -0.217 0.002 0.173
C -2.621 3.180 0.274 0.133 -0.061 0.002 -0.208
C -3.971 2.899 0.141 -0.060 -0.039 0.000 -0.132
C -4.382 1.590 -0.038 -0.020 0.028 -0.005 -0.239
C -3.425 0.589 -0.069 0.020 0.059 0.017 0.094
N -2.131 0.854 0.061 -0.316 0.118 0.064 -0.393
H 3.297 1.890 0.496 -0.086 0.014 0.004 0.507
H 6.616 0.842 0.492 0.005 0.005 -0.011 0.227
H 7.305 -1.367 -0.384 0.005 0.003 -0.018 0.216
H 5.602 -2.957 -1.243 -0.001 -0.011 0.014 0.220
H 3.206 -2.337 -1.126 0.002 -0.002 -0.005 0.238
H 0.231 3.277 0.374 -0.010 0.025 0.011 0.222
H -2.268 4.194 0.402 0.008 0.009 -0.014 0.236
H -4.695 3.701 0.169 -0.010 -0.001 -0.005 0.232
H -5.424 1.335 -0.164 -0.006 0.007 0.014 0.238
H -3.681 -0.453 -0.210 -0.005 0.003 -0.020 0.230
N -0.631 -2.405 -2.876 0.212 -0.045 0.169 -0.594
C -0.909 -3.016 -1.668 0.091 -0.044 -0.198 0.454
N -0.975 -4.327 -1.521 -0.019 0.108 -0.074 -0.364
N -1.240 -4.504 -0.217 -0.028 -0.001 0.083 -0.075
N -1.324 -3.377 0.391 -0.094 -0.086 0.112 -0.157
N -1.125 -2.390 -0.511 -0.324 0.437 -0.356 -0.434
C -0.693 -1.052 -3.085 -0.279 0.108 0.038 0.456
N -0.846 -0.460 -4.256 -0.009 -0.087 0.059 -0.358
N -0.969 0.849 -3.963 0.025 0.034 -0.087 -0.074
N -0.904 1.050 -2.699 0.179 0.077 0.087 -0.149
N -0.699 -0.147 -2.107 -0.042 -0.118 0.085 -0.372
H -0.516 -3.002 -3.677 -0.071 -0.011 -0.002 0.433
N -1.778 -1.658 6.880 0.030 0.026 0.005 -0.543
C -1.519 -1.481 8.222 0.010 0.009 0.006 0.173
C -2.138 -1.961 9.372 -0.006 0.003 0.014 -0.263
C -1.590 -1.568 10.575 -0.023 -0.024 0.021 -0.198
C -0.466 -0.727 10.637 0.031 0.023 -0.020 -0.228
C 0.142 -0.255 9.493 -0.024 -0.014 0.017 -0.179
C -0.397 -0.642 8.266 0.007 0.002 -0.008 0.057
N 0.010 -0.325 6.984 -0.079 -0.037 -0.025 -0.427
C -0.828 -0.943 6.198 0.047 0.017 0.019 0.343
C -0.759 -0.883 4.735 0.052 0.034 0.012 -0.016
C 0.260 -0.141 4.138 -0.047 -0.083 -0.046 -0.222
C 0.331 -0.090 2.765 0.011 -0.195 0.001 0.063
N -0.547 -0.721 1.966 0.108 0.222 -0.150 -0.437
C -1.522 -1.435 2.535 -0.052 0.087 0.011 0.065
C -1.657 -1.539 3.906 0.028 0.003 -0.023 -0.192
H -2.509 -2.220 6.484 0.003 -0.014 -0.001 0.419
H -3.004 -2.608 9.332 0.001 -0.008 -0.003 0.219
H -2.034 -1.917 11.497 -0.007 0.002 0.000 0.218
H -0.073 -0.448 11.605 0.001 0.001 0.005 0.218
H 1.007 0.392 9.531 0.009 0.003 0.004 0.226
H 0.988 0.372 4.749 -0.002 0.002 0.020 0.260
H 1.128 0.454 2.279 -0.001 0.028 0.019 0.219
H -2.187 -1.957 1.866 -0.009 -0.011 0.023 0.249
H -2.463 -2.148 4.291 -0.011 0.007 0.007 0.211
```
Forces are in eV/Å.

The calculation puts the total energy at -57778.7799 eV. The calculation puts the LUMO energy at -1.52 eV. As for the energy relative to the best compared isomer or geometry (same formula, charge and spin): 16.68 kJ/mol. The value obtained for the HOMO energy is -7.960 eV. The net charge is 0. The calculation puts the maximum force at 1.01 eV Å⁻¹. Its HOMO-LUMO gap is 0.2366 Ha.

Entry 2:
Below is a molecular structure, C27H21BrCoIN4O6, with properties calculated with ωB97M-V/def2-TZVPD.

XYZ file:
```
61
Properties=species:S:1:pos:R:3:forces:R:3:nbo_charge:R:1
Co -0.355 -0.324 1.000 0.048 -0.210 0.074 1.348
C -2.907 2.326 -1.596 -0.023 0.009 0.062 -0.649
C -2.388 1.049 -2.173 0.027 -0.082 0.041 0.186
N -2.439 0.854 -3.463 -0.021 0.087 0.029 -0.394
C -1.967 -0.301 -3.984 0.009 -0.125 -0.068 -0.026
C -1.442 -1.314 -3.234 -0.005 -0.004 0.009 -0.063
C -0.961 -2.572 -3.901 0.030 -0.025 -0.024 -0.091
O 0.414 -2.847 -3.640 0.012 -0.025 -0.037 -0.721
C -1.351 -1.132 -1.828 0.021 0.280 0.016 -0.166
C -0.905 -2.196 -0.991 -0.305 0.016 0.145 0.208
N -0.741 -2.134 0.295 0.203 -0.055 -0.109 -0.514
C -0.520 -3.355 1.025 0.015 0.068 0.141 0.072
C -0.485 -4.600 0.385 0.104 -0.055 0.014 -0.172
C -0.229 -5.773 1.069 -0.021 0.010 -0.001 -0.212
C -0.023 -5.753 2.438 0.003 -0.006 -0.035 -0.202
C -0.121 -4.548 3.104 0.004 0.034 0.068 -0.232
C -0.382 -3.364 2.422 -0.039 -0.051 -0.088 -0.146
I -0.729 -1.699 3.631 -0.295 -0.134 -0.205 0.278
C -1.813 0.078 -1.275 -0.069 -0.132 -0.402 0.385
O -1.772 0.375 -0.025 0.231 -0.077 0.564 -0.637
H -3.208 2.993 -2.398 -0.010 -0.005 -0.005 0.228
H -2.150 2.802 -0.970 0.013 0.002 -0.019 0.233
H -3.756 2.131 -0.937 0.004 -0.001 -0.007 0.235
H -2.033 -0.397 -5.062 0.000 0.007 0.001 0.189
H -1.154 -2.504 -4.975 0.015 0.005 0.011 0.182
H -1.500 -3.451 -3.538 -0.028 0.031 0.009 0.182
H 0.932 -2.102 -3.964 0.004 0.012 0.042 0.473
H -0.756 -3.138 -1.498 -0.067 -0.044 0.023 0.194
H -0.666 -4.696 -0.673 0.061 0.063 -0.032 0.204
H -0.202 -6.705 0.521 0.005 -0.005 0.002 0.219
H 0.183 -6.664 2.983 0.000 0.001 0.015 0.222
H -0.010 -4.515 4.179 0.003 -0.007 0.001 0.227
O 1.376 -1.063 1.658 -0.212 0.570 0.055 -0.511
N 2.359 -0.637 0.961 0.076 -0.173 -0.219 0.201
N 2.008 -0.033 -0.085 -0.225 0.023 0.347 0.139
O 0.719 0.154 -0.374 0.382 -0.036 -0.573 -0.510
C 2.957 0.499 -1.010 0.093 0.020 -0.063 0.167
C 2.544 1.511 -1.862 0.026 -0.058 0.010 -0.229
C 3.461 2.025 -2.766 -0.020 0.006 -0.002 -0.197
C 4.757 1.535 -2.809 0.014 0.012 -0.012 -0.202
C 5.145 0.517 -1.948 0.010 -0.017 0.009 -0.198
C 4.245 -0.018 -1.043 -0.043 0.058 -0.005 -0.231
H 1.529 1.876 -1.810 -0.003 0.008 0.010 0.253
H 3.157 2.816 -3.439 -0.003 0.003 0.003 0.223
H 5.466 1.943 -3.516 0.004 -0.003 -0.001 0.220
H 6.154 0.128 -1.987 0.005 -0.002 0.002 0.222
H 4.524 -0.817 -0.372 0.012 -0.007 0.004 0.241
Br -3.821 3.411 2.187 -0.038 0.026 -0.005 0.082
C -2.199 3.875 3.040 0.055 -0.020 0.044 -0.065
C -2.130 5.114 3.661 -0.050 -0.013 -0.026 -0.243
C -0.956 5.513 4.278 0.046 0.011 0.019 -0.190
C 0.157 4.685 4.263 -0.013 0.013 0.003 -0.223
C 0.088 3.459 3.627 -0.059 0.025 -0.034 -0.174
C -1.093 3.032 3.019 -0.025 0.061 0.045 -0.118
C -1.100 1.673 2.397 0.308 -0.251 -0.227 0.754
O -0.012 1.369 1.751 -0.114 -0.083 -0.004 -0.693
O -2.015 0.866 2.508 -0.161 0.252 0.380 -0.650
H -2.996 5.760 3.655 -0.001 -0.005 -0.003 0.228
H -0.914 6.479 4.764 0.002 -0.001 0.005 0.217
H 1.077 4.996 4.740 0.000 0.008 0.001 0.217
H 0.949 2.807 3.587 0.007 -0.013 0.002 0.230
```
Forces are in eV/Å.

The calculation puts the total energy at -162352.3427 eV. The calculation puts the LUMO energy at -0.79 eV. As for the energy relative to the best compared isomer or geometry (same formula, charge and spin): 59.16 kJ/mol. The value obtained for the HOMO energy is -8.066 eV. The net charge is 0. The calculation puts the maximum force at 0.69 eV Å⁻¹. Its HOMO-LUMO gap is 0.2675 Ha.

Entry 3:
Below is a molecular structure, C27H21BrLiN4O4, with properties calculated with ωB97M-V/def2-TZVPD.

XYZ file:
```
58
Properties=species:S:1:pos:R:3:forces:R:3:nbo_charge:R:1
Li -0.282 -0.084 -0.152 -0.028 -0.117 0.021 0.883
O -7.689 1.817 0.385 0.085 -0.061 0.076 -0.651
C -7.142 1.247 1.478 -0.085 0.032 -0.027 0.769
O -7.817 1.015 2.437 0.002 0.000 0.000 -0.539
C -5.674 0.918 1.436 -0.027 -0.001 0.015 -0.167
C -5.164 0.223 2.530 0.050 -0.017 -0.018 -0.131
C -3.828 -0.128 2.587 -0.137 -0.065 -0.037 -0.234
C -2.983 0.222 1.539 0.331 0.001 -0.093 0.101
C -3.485 0.899 0.436 -0.148 0.124 0.046 -0.168
C -4.823 1.257 0.390 0.061 -0.016 0.008 -0.188
N -1.596 -0.108 1.505 -0.254 0.189 -0.109 -0.471
C -0.940 -0.228 2.583 0.144 0.001 0.119 0.135
C 0.483 -0.627 2.538 -0.179 0.042 0.095 0.124
C 1.189 -0.858 3.705 0.068 -0.024 -0.046 -0.204
C 2.510 -1.277 3.605 -0.003 0.012 0.046 -0.137
C 3.063 -1.447 2.350 -0.013 -0.001 -0.092 -0.230
C 2.278 -1.177 1.234 0.017 -0.039 0.075 0.059
N 1.017 -0.771 1.320 0.089 -0.001 -0.149 -0.501
H -7.039 1.917 -0.317 -0.027 0.021 -0.054 0.480
H -5.842 -0.047 3.328 -0.016 0.014 -0.001 0.255
H -3.467 -0.710 3.425 0.024 0.006 0.006 0.223
H -2.825 1.171 -0.373 0.023 0.000 -0.005 0.218
H -5.163 1.808 -0.481 -0.009 -0.020 0.039 0.206
H -1.372 -0.046 3.569 -0.035 -0.043 -0.025 0.188
H 0.713 -0.717 4.666 0.005 -0.007 0.015 0.236
H 3.094 -1.470 4.495 -0.004 -0.004 0.003 0.240
H 4.082 -1.781 2.220 0.010 -0.003 0.031 0.241
H 2.677 -1.299 0.234 0.008 0.009 0.022 0.206
C 2.387 1.312 -1.155 -0.061 -0.009 -0.062 -0.257
O 1.130 0.693 -1.436 -0.053 0.005 0.025 -0.547
C 0.729 0.637 -2.749 0.074 -0.034 0.008 0.237
C 1.526 0.911 -3.838 -0.034 0.030 -0.107 -0.277
C 0.970 0.815 -5.117 -0.063 -0.028 0.204 -0.095
Br 2.054 1.188 -6.607 0.076 0.023 -0.104 0.105
C -0.348 0.461 -5.300 0.018 0.022 -0.018 -0.206
C -1.154 0.179 -4.193 -0.089 -0.008 0.023 -0.151
C -0.601 0.252 -2.918 -0.063 -0.003 -0.118 0.349
O -1.304 -0.026 -1.798 0.003 -0.070 0.306 -0.781
C -2.576 -0.167 -4.294 0.200 0.042 -0.009 0.407
N -3.308 -0.414 -3.229 -0.021 -0.020 -0.041 -0.529
C -4.587 -0.682 -3.691 0.031 -0.017 0.154 0.085
C -5.747 -1.012 -2.990 -0.009 0.002 -0.003 -0.211
C -6.891 -1.224 -3.728 -0.001 0.003 -0.065 -0.207
C -6.890 -1.118 -5.131 -0.004 -0.006 0.049 -0.196
C -5.747 -0.799 -5.835 -0.008 0.002 0.040 -0.235
C -4.598 -0.585 -5.081 0.080 0.030 -0.184 0.161
N -3.296 -0.256 -5.440 -0.145 -0.027 0.081 -0.528
H 2.448 2.281 -1.653 0.025 0.006 0.030 0.202
H 3.210 0.672 -1.478 0.020 0.028 -0.018 0.190
H 2.423 1.448 -0.078 0.033 -0.002 -0.026 0.208
H 2.561 1.195 -3.722 0.005 0.005 -0.021 0.244
H -0.744 0.409 -6.305 -0.006 -0.002 0.002 0.225
H -2.263 -0.264 -2.090 0.041 -0.009 -0.048 0.526
H -5.741 -1.107 -1.911 0.021 0.014 -0.034 0.226
H -7.811 -1.485 -3.222 -0.015 -0.001 -0.007 0.228
H -7.810 -1.295 -5.672 -0.013 -0.002 0.001 0.228
H -5.750 -0.723 -6.913 0.000 0.000 -0.010 0.227
H -2.957 -0.099 -6.372 0.005 -0.005 -0.008 0.429
```
Forces are in eV/Å.

The calculation puts the total energy at -112735.9486 eV. The calculation puts the LUMO energy at -3.64 eV. The value obtained for the HOMO energy is -10.961 eV. The net charge is +1. The calculation puts the maximum force at 0.34 eV Å⁻¹. Its HOMO-LUMO gap is 0.2691 Ha.